Entry 1:
Molecular formula: C4H7NO
Method: DFT, ωB97M-V/def2-TZVPD

```
13
C4H7NO, DFT ωB97M-V/def2-TZVPD
C -1.02 -0.77 -0.26
H -1.00 -1.32 -1.22
H -1.09 1.82 -1.48
H 2.35 1.28 0.16
O 0.40 0.51 -0.88
H -0.56 2.08 0.18
C 0.16 -1.16 0.67
N 2.08 0.46 0.72
H 0.64 -2.13 0.44
H -1.96 -0.65 0.17
H -0.10 -1.17 1.73
C -0.89 1.27 -0.53
C 1.02 0.00 0.24
```

## Properties
- total charge = 0
- ΔE to the lowest compared entry with this formula, charge and spin (kJ/mol) = 548.8
- HOMO-LUMO gap (eV) = 8.96


Entry 2:
Molecular formula: C45H35Cl2OP2PtS
Method: DFT, ωB97M-V/def2-TZVPD

```
87
C45H35Cl2OP2PtS, DFT ωB97M-V/def2-TZVPD
C -4.79 -2.05 -1.86
H -3.51 1.30 1.91
C -3.49 2.67 -0.76
H -2.95 -3.24 -4.34
H -4.17 1.57 4.27
H -0.51 3.65 5.09
Cl 1.82 -1.26 2.95
H -0.82 -4.43 -4.26
C -2.66 0.45 -1.21
H -5.49 1.03 -2.90
C 1.37 4.03 -1.97
C 4.12 -0.72 4.18
H 0.80 -6.05 3.11
C 3.20 -0.28 3.28
O -1.69 -0.50 -0.94
H -3.40 3.63 -0.26
H -3.80 -0.44 -4.78
C 0.86 -5.22 2.41
H -5.43 -0.61 -4.11
H 2.58 -6.01 1.39
C -0.17 4.70 0.27
C 3.77 -0.66 -3.25
C -2.38 2.62 4.82
C -2.49 -1.86 -2.76
C -2.20 -2.92 -3.62
C -1.62 2.33 2.17
C 2.53 -1.46 -1.34
C 5.39 1.34 3.91
C -4.44 -1.05 -4.14
S 2.25 1.66 1.52
C -1.15 3.13 4.39
C 4.96 -0.84 -2.53
H 0.92 -3.77 -2.63
C 1.95 -4.14 0.56
C 4.47 1.80 3.00
H 5.86 -1.44 -0.67
C 3.73 -1.60 -0.61
C -4.55 2.42 -1.60
H 0.61 6.67 0.02
C -0.18 3.40 -0.23
Pt 0.56 0.33 0.48
P -1.13 2.07 0.49
H 1.99 6.08 -1.94
H -0.76 -2.35 1.64
C -2.85 1.80 2.61
H -4.91 -3.04 -2.30
C -3.71 0.18 -2.07
H 5.91 -0.61 -3.00
C -0.01 -3.14 1.60
C -0.77 2.98 3.07
H 5.95 -0.26 5.21
H 3.99 -1.68 4.67
C 1.86 -5.19 1.45
H 1.95 3.78 -2.85
C 5.22 0.09 4.49
Cl 4.68 3.34 2.30
C 1.38 5.32 -1.46
C -0.08 -4.19 2.48
H 6.24 1.96 4.17
C 0.61 5.66 -0.35
C -3.85 -1.19 -2.73
H -5.31 3.18 -1.76
C 1.01 -3.10 0.64
H -0.86 -4.23 3.23
H 0.50 2.07 -1.81
C -0.27 -2.17 -1.81
C -0.02 -3.23 -2.67
H -2.68 2.75 5.85
P 0.97 -1.79 -0.57
H -4.40 -2.17 -0.84
C 2.56 -0.97 -2.66
C -1.50 -1.51 -1.86
C -3.22 1.95 3.93
H -0.77 4.97 1.13
H 1.64 -0.87 -3.22
H 0.19 3.37 2.75
C 3.34 1.00 2.63
C -0.99 -3.60 -3.58
H 2.72 -4.13 -0.20
C -2.53 1.67 -0.55
C 4.93 -1.30 -1.21
C 0.57 3.07 -1.37
C -4.65 1.19 -2.24
H -5.78 -1.59 -1.79
H 3.80 -0.31 -4.27
H 3.71 -1.96 0.41
H -4.56 -2.03 -4.60
```

## Properties
- total charge = +3
- ΔE to the lowest compared entry with this formula, charge and spin (kJ/mol) = 0.0
- spin multiplicity = 5
- HOMO-LUMO gap (spin up / spin down) (eV) = 8.38 / 4.40
- expectation value of S² = 6.046


Entry 3:
Molecular formula: C6H12
Method: DFT, ωB97M-V/def2-TZVPD

```
18
C6H12, DFT ωB97M-V/def2-TZVPD
H 0.32 -2.59 0.16
C 0.61 1.55 -0.79
H 0.37 1.59 -1.86
H -0.29 1.23 -0.27
H 0.87 2.56 -0.45
H -1.58 -1.50 1.58
C -1.96 -0.86 0.79
H -1.79 0.94 1.86
H 2.57 0.69 -1.20
H -2.48 1.08 0.15
H 0.95 -1.16 -1.72
C -2.09 0.45 0.94
H -2.23 -1.36 -0.14
H 2.10 0.65 0.50
C 0.80 -1.63 0.32
C 1.72 0.53 -0.52
C 1.17 -0.85 -0.69
H 0.95 -1.32 1.35
```

## Properties
- total charge = 0
- ΔE to the lowest compared entry with this formula, charge and spin (kJ/mol) = 206.9
- SMILES string = C=CCC.C=C
- HOMO-LUMO gap (eV) = 10.36


Entry 4:
Molecular formula: CH3N2
Method: DFT, ωB97M-V/def2-TZVPD

```
6
CH3N2, DFT ωB97M-V/def2-TZVPD
H 2.02 -0.08 -0.50
N -1.30 -0.57 -0.52
C 0.99 -0.04 -0.01
N -1.38 -1.11 -1.46
H 1.06 0.42 1.15
H -1.72 -1.71 -2.28
```

## Properties
- total charge = +1
- ΔE to the lowest compared entry with this formula, charge and spin (kJ/mol) = 521.8
- HOMO-LUMO gap (spin up / spin down) (eV) = 8.35 / 8.26


Entry 5:
Molecular formula: C4H3BrF2
Method: DFT, ωB97M-V/def2-TZVPD

```
10
C4H3BrF2, DFT ωB97M-V/def2-TZVPD
C 0.04 0.90 0.66
C -0.99 -0.88 -1.56
F -1.72 -1.70 -2.27
H 0.99 1.09 0.27
F -1.27 0.33 -1.98
H -0.53 1.49 0.01
C -0.60 -1.32 -0.25
H -0.55 -2.39 -0.09
Br 0.26 1.93 2.34
C -0.45 -0.50 0.82
```

## Properties
- total charge = 0
- ΔE to the lowest compared entry with this formula, charge and spin (kJ/mol) = 215.4
- HOMO-LUMO gap (spin up / spin down) (eV) = 7.35 / 8.17


Entry 6:
Molecular formula: CHAuO2
Method: DFT, ωB97M-V/def2-TZVPD

```
5
CHAuO2, DFT ωB97M-V/def2-TZVPD
O 0.54 -0.51 1.27
H 0.15 0.35 1.61
O -0.24 0.22 -0.66
Au -0.78 0.55 -2.24
C 0.34 -0.61 0.02
```

## Properties
- total charge = +3
- ΔE to the lowest compared entry with this formula, charge and spin (kJ/mol) = 0.0
- spin multiplicity = 4
- HOMO-LUMO gap (spin up / spin down) (eV) = 10.25 / 7.90
- expectation value of S² = 3.772